Entry 1:
44
Properties=species:S:1:pos:R:3 method="wB97M-V/def2-TZVPD" smiles="C=CCc1ccccc1OC[C@@H](O)CN1C(=O)c2ccccc2C1=O" spin_multiplicity=1 total_charge=0
C 5.5532 -3.3286 -1.2337
C 4.5034 -2.5370 -1.1259
C 3.6957 -2.0382 -2.2856
C 2.2797 -2.5378 -2.1736
C 1.8838 -3.6915 -2.8273
C 0.5899 -4.1706 -2.7159
C -0.3204 -3.4857 -1.9349
C 0.0551 -2.3330 -1.2672
C 1.3526 -1.8512 -1.3769
O 1.8447 -0.7533 -0.7137
C 0.9698 0.2290 -0.2256
C 0.4694 1.1653 -1.3484
O -0.3877 0.5382 -2.2553
C -0.1554 2.4441 -0.7502
N -0.9646 2.2123 0.4304
C -2.0657 1.3785 0.5036
O -2.4706 0.6746 -0.3928
C -2.5865 1.5162 1.8820
C -3.6728 0.9278 2.4946
C -3.9144 1.2526 3.8265
C -3.0909 2.1328 4.5111
C -1.9928 2.7237 3.8918
C -1.7550 2.4032 2.5719
C -0.6961 2.8545 1.6409
O 0.2241 3.6068 1.8234
H 6.1019 -3.6724 -0.3731
H 5.9157 -3.6633 -2.1924
H 4.1508 -2.2132 -0.1562
H 3.6863 -0.9458 -2.2654
H 4.1380 -2.3784 -3.2231
H 2.6025 -4.2179 -3.4388
H 0.2958 -5.0687 -3.2377
H -1.3348 -3.8436 -1.8389
H -0.6831 -1.8229 -0.6682
H 1.5660 0.8148 0.4815
H 0.1255 -0.2163 0.3136
H 1.3409 1.4617 -1.9448
H -1.2408 0.3653 -1.8185
H -0.7722 2.9124 -1.5245
H 0.6266 3.1414 -0.4411
H -4.3094 0.2440 1.9551
H -4.7583 0.8108 4.3343
H -3.3046 2.3647 5.5435
H -1.3477 3.4088 4.4189

Entry 2:
40
Properties=species:S:1:pos:R:3 method="wB97M-V/def2-TZVPD" spin_multiplicity=1 total_charge=-2
Pd -0.2919 0.2689 -0.0589
O -1.4738 -4.1226 0.7926
C -1.2639 -2.9020 0.6453
O -0.3205 -2.2253 1.1291
C -2.2386 -2.1404 -0.2247
C -3.4065 -2.7451 -0.6720
C -4.3233 -2.0487 -1.4231
C -4.0844 -0.7098 -1.7930
C -4.9803 0.1235 -2.4975
C -4.6763 1.5061 -2.5837
C -3.4919 2.0553 -2.2197
C -2.3471 1.1758 -1.7953
C -2.8285 -0.1903 -1.3661
N -1.9735 -0.8643 -0.5803
H -3.5620 -3.7772 -0.3890
H -5.2504 -2.5248 -1.7318
H -5.9628 -0.2473 -2.7646
H -5.4537 2.1751 -2.9531
H -3.3140 3.1206 -2.3212
H -1.6409 1.0239 -2.6354
Br 2.7185 4.4861 -0.2550
C 3.2619 2.8360 0.5151
C 4.5276 2.7625 1.0954
C 4.9692 1.6011 1.6683
Br 6.7066 1.5608 2.4607
C 4.1491 0.4450 1.6732
C 4.5024 -0.7999 2.2351
C 3.6176 -1.8420 2.1698
C 2.3713 -1.6620 1.5387
N 2.0200 -0.5108 1.0067
C 2.8734 0.5299 1.0709
C 2.3703 1.7532 0.4712
O 1.2194 1.8056 -0.0518
H 5.1573 3.6423 1.0885
H 5.4662 -0.9103 2.7153
H 3.8592 -2.8073 2.5965
H 1.6239 -2.4442 1.4726
C -1.5032 1.7027 -0.6260
H -0.9245 2.5984 -0.8608
H -2.1453 1.8818 0.2482

E_HOMO, record by record: -8.17; 0.18 eV
Relative energy (zero: lowest compared OMol25 entry of this formula, charge and spin), record by record: 25.2; 0.0 kcal/mol